A cluster of 4 separate species, C33H36Cl3F9INO11 in total at a distorted geometry. Source: OMol25; level of theory: wB97M-V/def2-TZVPD.

Values from the calculation:
HOMO energy = -9.2 eV
lowest unoccupied orbital energy = -0.6 eV
gap between HOMO and LUMO = 8.618 eV

Bonds (Å) are listed after each position.
Geometry (Å):
1 I 1.03 -6.17 -0.01  C58 2.154
2 Cl 7.59 -4.57 2.83  C40 1.751
3 Cl 8.95 -6.17 0.66  C43 1.748
4 Cl 2.40 -3.97 -2.63  C51 1.809
5 F -12.61 4.21 3.10  C34 1.330
6 F 1.96 -0.13 -5.43  C33 1.342
7 F -11.74 4.89 4.95  C34 1.340
8 F 1.29 1.92 -5.44  C33 1.335
9 F -4.68 4.49 -2.41  C42 1.339
10 F -12.03 6.27 3.32  C34 1.338
11 F 2.65 1.25 -3.92  C33 1.333
12 F -5.06 6.30 -1.29  C42 1.341
13 F -6.24 4.53 -0.93  C42 1.331
14 O -10.01 3.65 2.53  C27 1.194
15 O 1.48 2.68 0.06  C57 1.208
16 O -0.04 -5.95 2.72  C58 1.192
17 O 0.50 0.24 -2.59  C32 1.196
18 O 1.36 -3.20 3.27  C38 1.201
19 O -2.77 4.71 -0.55  C35 1.444, C36 1.323
20 O -0.70 0.42 -4.48  C32 1.322, C46 1.442
21 O 1.39 1.33 1.88  C53 1.455, C57 1.371
22 O -9.44 5.65 3.38  C27 1.326, C45 1.441
23 O 5.07 -5.18 4.11  C30 1.195
24 O -4.32 4.12 0.96  C36 1.195
25 N 2.85 -5.03 3.42  C30 1.447, C38 1.439, C47 1.489
26 C -2.50 1.17 -3.00  C46 1.514, H78 1.090, H87 1.091, H92 1.090
27 C -10.28 4.67 3.09  O14 1.194, O22 1.326, C34 1.534
28 C 6.92 -5.60 -1.08  C43 1.503, H64 1.090, H72 1.088, H93 1.099
29 C 5.49 -4.03 1.04  C40 1.481, C54 1.375, C55 1.386
30 C 4.28 -4.85 3.27  O23 1.195, N25 1.447, C54 1.530
31 C 3.95 -1.90 -1.66  C51 1.546, C52 1.533, H85 1.091, H86 1.088
32 C 0.40 0.49 -3.76  O17 1.196, O20 1.322, C33 1.534
33 C 1.59 0.89 -4.65  F6 1.342, F8 1.335, F11 1.333, C32 1.534
34 C -11.68 5.01 3.61  F5 1.330, F7 1.340, F10 1.338, C27 1.534
35 C -1.72 4.38 0.38  O19 1.444, C37 1.510, H74 1.088, H88 1.090
36 C -4.01 4.53 -0.12  O19 1.323, O24 1.195, C42 1.534
37 C -1.46 2.89 0.40  C35 1.510, H66 1.090, H81 1.092, H90 1.082
38 C 2.31 -3.81 2.88  O18 1.201, N25 1.439, C41 1.532
39 C 1.83 -0.54 0.29  C53 1.537, C56 1.566, H71 1.091, H84 1.095
40 C 6.80 -4.70 1.28  Cl2 1.751, C29 1.481, C43 1.338
41 C 3.22 -3.49 1.69  C38 1.532, C44 1.370, C54 1.399
42 C -5.01 4.96 -1.20  F9 1.339, F12 1.341, F13 1.331, C36 1.534
43 C 7.42 -5.40 0.32  Cl3 1.748, C28 1.503, C40 1.338
44 C 3.00 -2.76 0.55  C41 1.370, C52 1.392, C56 1.510
45 C -8.07 5.44 2.99  O22 1.441, C50 1.513, H62 1.088, H76 1.090
46 C -1.89 0.01 -3.77  O20 1.442, C26 1.514, H77 1.088, H82 1.090
47 C 2.31 -6.31 2.90  N25 1.489, C58 1.532, H61 1.096, H68 1.092
48 C 3.64 -2.14 -4.17  C51 1.537, H65 1.087, H75 1.093, H79 1.092
49 C 3.47 2.49 1.38  C57 1.512, H60 1.093, H73 1.088, H94 1.092
50 C -7.87 5.75 1.52  C45 1.513, H59 1.091, H80 1.090, H89 1.088
51 C 3.83 -2.89 -2.84  Cl4 1.809, C31 1.546, C48 1.537, H69 1.090
52 C 4.06 -2.68 -0.34  C31 1.533, C44 1.392, C55 1.362
53 C 0.81 0.21 1.16  O21 1.455, C39 1.537, H63 1.091, H70 1.091
54 C 4.45 -4.13 1.93  C29 1.375, C30 1.530, C41 1.399
55 C 5.26 -3.27 -0.10  C29 1.386, C52 1.362, H83 1.082
56 C 1.66 -2.09 0.33  C39 1.566, C44 1.510, H67 1.093, H91 1.088
57 C 2.03 2.19 1.02  O15 1.208, O21 1.371, C49 1.512
58 C 0.99 -6.11 2.14  I1 2.154, O16 1.192, C47 1.532
59 H -8.22 6.76 1.29  C50 1.091
60 H 3.63 2.15 2.40  C49 1.093
61 H 3.08 -6.79 2.29  C47 1.096
62 H -7.48 6.12 3.59  C45 1.088
63 H -0.02 0.61 0.57  C53 1.091
64 H 5.83 -5.56 -1.16  C28 1.090
65 H 2.60 -2.13 -4.47  C48 1.087
66 H -1.25 2.52 -0.60  C37 1.090
67 H 1.28 -2.42 -0.64  C56 1.093
68 H 2.14 -6.95 3.77  C47 1.092
69 H 4.71 -3.52 -2.93  C51 1.090
70 H 0.43 -0.46 1.94  C53 1.091
71 H 1.71 -0.16 -0.73  C39 1.091
72 H 7.33 -6.49 -1.55  C28 1.088
73 H 3.68 3.55 1.29  C49 1.088
74 H -0.83 4.90 0.02  C35 1.088
75 H 4.19 -2.62 -4.98  C48 1.093
76 H -7.75 4.43 3.23  C45 1.090
77 H -2.59 -0.33 -4.54  C46 1.088
78 H -1.82 1.51 -2.22  C26 1.090
79 H 3.97 -1.10 -4.10  C48 1.092
80 H -8.44 5.06 0.89  C50 1.090
81 H -2.33 2.34 0.77  C37 1.092
82 H -1.68 -0.84 -3.13  C46 1.090
83 H 6.09 -3.20 -0.79  C55 1.082
84 H 2.84 -0.31 0.63  C39 1.095
85 H 4.86 -1.31 -1.79  C31 1.091
86 H 3.04 -1.30 -1.70  C31 1.088
87 H -2.68 2.01 -3.66  C26 1.091
88 H -1.95 4.76 1.37  C35 1.090
89 H -6.82 5.67 1.25  C50 1.088
90 H -0.61 2.66 1.04  C37 1.082
91 H 0.94 -2.33 1.11  C56 1.088
92 H -3.44 0.87 -2.54  C26 1.090
93 H 7.29 -4.76 -1.68  C28 1.099
94 H 4.17 1.94 0.75  C49 1.092